1.
Entry from the OMol25 dataset: one molecule with the formula C13H24Si2 in a non-equilibrium geometry (ωB97M-V/def2-TZVPD).

Each line ends with the Löwdin charge.
Element x y z (Å)
C  1.70  -1.52  -3.34  -0.08
C  0.41  -1.04  -3.19  -0.08
C  2.55  -1.43  -2.25  -0.08
C  -0.04  -0.50  -2.01  -0.07
C  2.14  -0.85  -1.06  -0.04
C  0.82  -0.37  -0.92  -0.37
C  -1.69  2.44  -0.38  -0.17
C  1.38  2.62  -0.64  -0.14
C  -0.06  2.54  2.14  -0.18
C  -2.65  -0.87  0.91  -0.16
C  -0.26  -2.83  0.47  -0.15
C  -0.36  -1.17  3.01  -0.17
C  0.31  0.06  0.38  -0.37
Si  -0.06  1.92  0.39  0.52
Si  -0.81  -1.20  1.22  0.49
H  2.00  -1.95  -4.24  0.08
H  -0.32  -1.18  -3.96  0.09
H  3.53  -1.79  -2.39  0.09
H  -1.10  -0.26  -1.86  0.11
H  2.74  -0.92  -0.15  0.12
H  -1.76  2.00  -1.38  0.03
H  -2.50  2.06  0.26  0.01
H  -1.75  3.51  -0.40  0.03
H  2.09  3.08  0.01  0.02
H  1.09  3.40  -1.31  0.02
H  1.84  1.78  -1.14  0.01
H  -1.08  2.35  2.47  0.03
H  0.74  2.01  2.68  0.04
H  0.13  3.60  2.20  0.03
H  -2.93  -1.13  -0.10  0.02
H  -2.96  0.17  1.10  0.02
H  -3.18  -1.54  1.57  0.03
H  -0.23  -2.74  -0.61  0.03
H  -0.89  -3.70  0.63  0.03
H  0.75  -3.11  0.76  0.04
H  -0.41  -0.15  3.39  0.02
H  -1.02  -1.82  3.59  0.03
H  0.69  -1.50  3.11  0.04
H  1.13  0.00  1.07  0.07

Summary:
- HOMO level: -8.41 eV
- HOMO-LUMO gap: 9.198 eV
- Energy relative to the best compared isomer or geometry (same formula, charge and spin): 3.33 kcal per mole
- Charge: 0

---

2.
Entry from the OMol25 dataset: C13H25AuFOP2 as an isolated structure in a non-equilibrium geometry (ωB97M-V/def2-TZVPD).

Each line ends with the Löwdin spin population.
Element x y z (Å)
Au  -0.19  -0.02  -1.06  0.56
H  2.71  1.79  0.36  0.01
H  2.71  1.19  0.82  0.01
P  -0.45  2.17  -1.95  0.11
P  0.71  -2.23  -0.84  0.14
C  -0.52  -3.42  -0.23  0.00
H  -0.05  -4.40  -0.13  0.00
H  -0.94  -3.10  0.73  0.00
H  -1.32  -3.48  -0.97  0.00
C  1.29  -2.94  -2.41  0.03
H  2.13  -2.33  -2.78  0.00
H  1.63  -3.97  -2.22  0.00
H  0.47  -2.93  -3.14  0.01
C  2.20  -2.32  0.20  0.04
H  2.02  -1.91  1.20  0.00
H  2.54  -3.37  0.28  0.01
H  3.00  -1.74  -0.29  0.00
C  -0.32  2.28  -3.76  0.02
H  -0.52  3.31  -4.08  0.00
H  0.70  2.00  -4.07  0.00
H  -1.04  1.60  -4.23  0.00
C  -2.07  2.86  -1.49  0.00
H  -2.09  2.99  -0.40  0.00
H  -2.21  3.83  -1.99  0.00
H  -2.86  2.16  -1.79  0.00
C  0.71  3.43  -1.33  0.03
H  1.74  3.11  -1.53  0.00
H  0.50  4.39  -1.83  0.01
H  0.57  3.54  -0.24  0.00
C  -1.31  -0.43  0.71  0.33
O  -2.44  -0.73  0.42  0.24
H  -0.92  -0.64  -2.45  0.31
F  -0.61  0.07  6.18  0.01
C  -0.55  0.00  4.80  0.02
C  -0.28  -1.23  4.19  0.00
C  -0.37  -1.33  2.81  0.02
C  -0.84  -0.21  2.09  0.09
C  -0.95  1.06  2.68  0.02
C  -0.80  1.17  4.07  0.00
H  0.08  -2.07  4.81  0.00
H  -0.10  -2.24  2.27  0.00
H  -1.13  1.93  2.04  0.00
H  -0.86  2.14  4.56  0.00

Summary:
- HOMO level (alpha / beta): -10.08 / -12.38 eV
- 2S+1: 3
- HOMO-LUMO gap (alpha / beta): 7.679 / 7.423 eV
- Charge: +1

---

3.
Entry from the OMol25 dataset: C13H25BF2IrN6O2PS2 as an isolated structure in a non-equilibrium geometry (ωB97M-V/def2-TZVPD).

Each line ends with the Löwdin spin population.
Element x y z (Å)
Ir  -0.49  -0.26  -1.12  2.47
S  -1.79  1.94  -0.70  0.40
C  -3.17  1.08  -1.23  0.02
S  -3.02  -0.62  -1.35  0.32
C  -4.35  1.73  -1.59  0.29
C  -5.38  1.04  -2.25  0.04
N  -6.18  0.47  -2.84  0.16
C  -4.52  3.11  -1.34  0.03
N  -4.66  4.22  -1.10  0.15
C  -1.54  -3.54  2.72  0.00
C  -0.48  -2.45  2.95  0.01
C  0.94  -3.03  2.90  0.00
C  -0.73  -1.74  4.29  0.00
C  -0.60  -1.49  1.88  0.04
N  -0.68  -0.72  1.02  0.10
H  -1.47  -4.27  3.51  0.00
H  -1.38  -4.03  1.77  0.00
H  -2.54  -3.11  2.73  0.00
H  1.04  -3.81  3.65  0.00
H  1.68  -2.26  3.09  0.00
H  1.14  -3.46  1.92  0.00
H  -0.54  -2.42  5.10  0.00
H  -1.76  -1.40  4.35  0.00
H  -0.08  -0.87  4.40  0.00
C  3.00  1.10  2.43  0.00
P  2.46  2.16  1.06  0.02
C  3.90  2.78  0.15  0.00
C  1.49  3.52  1.74  0.00
O  1.49  1.39  0.12  0.10
H  3.68  1.64  3.09  0.00
H  3.48  0.21  2.04  0.00
H  2.11  0.81  3.00  0.00
H  4.53  3.38  0.80  0.00
H  3.57  3.39  -0.69  0.00
H  4.47  1.94  -0.23  0.00
H  2.11  4.14  2.38  0.00
H  0.66  3.11  2.31  0.00
H  1.09  4.11  0.92  0.00
F  2.86  -0.43  -0.43  0.08
B  1.85  0.36  -0.94  0.41
F  2.36  1.02  -2.05  0.11
N  -0.38  -2.62  -2.01  0.11
H  0.48  -3.11  -1.80  0.00
H  -0.49  -2.56  -3.01  0.00
H  -1.17  -3.16  -1.65  0.00
N  0.71  0.73  -4.80  0.00
C  -0.53  0.30  -4.54  0.01
N  -1.29  -0.10  -5.58  0.01
O  -0.98  0.22  -3.39  0.10
H  1.09  0.76  -5.73  0.00
H  1.30  0.98  -4.02  0.00
H  -1.03  0.08  -6.54  0.00
H  -2.26  -0.29  -5.40  0.00

Summary:
- HOMO level (alpha / beta): -8.88 / -10.78 eV
- 2S+1: 6
- HOMO-LUMO gap (alpha / beta): 6.615 / 5.374 eV
- Energy relative to the best compared isomer or geometry (same formula, charge and spin): 61.70 kcal per mole
- Charge: +1

---

4.
Entry from the OMol25 dataset: a 4-piece molecular cluster, C13H25Br7ClNO5S overall in a non-equilibrium geometry (ωB97M-V/def2-TZVPD).

Each line ends with the Löwdin charge.
Element x y z (Å)
C  3.30  -1.29  -1.30  -0.15
O  3.49  0.05  -1.72  -0.19
C  2.29  0.80  -1.72  -0.28
C  1.38  0.44  -2.89  -0.17
C  0.22  1.43  -3.05  -0.17
C  -0.81  1.37  -1.91  -0.23
C  -1.66  0.09  -1.89  -0.71
Br  -1.24  -0.81  -0.16  0.78
O  -1.34  -0.78  -2.93  -0.22
S  -2.55  -1.63  -3.52  0.60
O  -2.61  -2.89  -2.88  -0.20
O  -2.53  -1.51  -4.93  -0.19
O  -3.68  -0.64  -2.97  -0.20
C  -3.25  0.28  -1.98  -0.83
N  -4.00  0.04  -0.79  0.04
Cl  -3.71  1.91  -2.64  0.74
H  2.24  -1.52  -1.15  0.06
H  3.68  -1.99  -2.05  0.09
H  3.86  -1.45  -0.38  0.04
H  2.59  1.84  -1.83  0.09
H  1.77  0.69  -0.76  0.07
H  2.00  0.49  -3.79  0.13
H  1.04  -0.59  -2.81  0.10
H  0.62  2.44  -3.08  0.12
H  -0.29  1.24  -4.00  0.12
H  -0.31  1.48  -0.95  0.03
H  -1.46  2.23  -2.01  0.06
H  -4.45  0.88  -0.46  0.06
H  -4.74  -0.62  -1.02  0.11
Br  2.93  -3.85  0.99  0.67
C  3.05  -3.11  2.78  -0.68
C  1.83  -2.30  3.13  -0.68
Br  1.84  -0.56  2.26  0.62
H  3.96  -2.52  2.81  0.05
H  3.15  -3.97  3.44  0.06
H  1.82  -2.09  4.20  0.06
H  0.91  -2.80  2.85  0.05
Br  4.56  2.45  1.49  0.62
C  4.01  4.26  1.06  -0.69
C  2.58  4.51  1.44  -0.68
Br  1.36  3.64  0.20  0.68
H  4.19  4.40  0.00  0.05
H  4.67  4.91  1.63  0.06
H  2.34  5.57  1.39  0.06
H  2.34  4.13  2.43  0.05
Br  -3.47  -3.18  2.17  0.60
C  -3.92  -2.37  3.88  -0.70
C  -5.05  -1.39  3.76  -0.70
Br  -4.47  0.29  2.95  0.61
H  -3.01  -1.91  4.25  0.05
H  -4.20  -3.20  4.52  0.06
H  -5.42  -1.12  4.75  0.06
H  -5.86  -1.76  3.16  0.05

Summary:
- HOMO level: -9.10 eV
- HOMO-LUMO gap: 9.396 eV
- Charge: 0

---

5.
Entry from the OMol25 dataset: C13H25CaF4O3PS as an isolated structure in a non-equilibrium geometry (ωB97M-V/def2-TZVPD).

Each line ends with the Löwdin charge.
Element x y z (Å)
C  -2.62  2.96  -1.20  -0.09
O  -3.31  1.75  -1.45  -0.18
C  -3.08  0.79  -0.45  -0.23
C  -2.85  -0.65  -1.01  -0.15
C  -2.73  -0.77  -2.54  -0.18
C  -1.30  -0.88  -3.08  -0.20
C  -0.47  0.41  -2.99  -0.18
C  1.03  0.14  -2.71  -0.17
C  1.20  -0.50  -1.30  -0.20
C  2.01  0.41  -0.31  -0.22
C  1.05  1.25  0.57  -0.32
P  1.07  0.90  2.40  1.09
C  0.15  -0.74  2.68  -0.59
F  -1.10  -0.44  2.44  0.12
F  0.18  -1.12  4.08  -0.15
C  0.49  -1.91  1.73  -0.29
F  0.01  -3.11  2.32  -0.01
F  1.78  -2.11  1.55  0.12
S  3.15  0.70  3.07  0.44
C  3.57  -0.92  3.79  -0.15
O  4.07  1.09  2.06  -0.28
O  3.21  1.61  4.17  -0.33
H  -1.53  2.81  -1.17  0.07
H  -2.82  3.66  -2.01  0.10
H  -2.93  3.37  -0.23  0.10
H  -2.19  1.09  0.12  0.08
H  -3.90  0.75  0.27  0.13
H  -3.70  -1.25  -0.70  0.11
H  -1.96  -1.10  -0.54  0.07
H  -3.27  0.00  -3.09  0.12
H  -3.21  -1.72  -2.81  0.11
H  -1.33  -1.19  -4.13  0.12
H  -0.78  -1.70  -2.56  0.10
H  -0.54  1.01  -3.90  0.12
H  -0.86  1.00  -2.14  0.08
H  1.61  1.05  -2.82  0.11
H  1.35  -0.59  -3.46  0.12
H  0.18  -0.53  -0.89  0.05
H  1.59  -1.52  -1.34  0.11
H  2.54  1.12  -0.95  0.11
H  2.78  -0.13  0.23  0.08
H  1.40  2.29  0.54  0.10
H  0.02  1.28  0.21  0.07
H  -0.10  -1.78  0.82  0.16
H  4.18  -1.50  3.10  0.09
H  4.16  -0.74  4.69  0.09
H  2.69  -1.54  4.07  -0.06
Ca  1.13  -2.99  4.85  1.83

Summary:
- HOMO level: -13.89 eV
- HOMO-LUMO gap: 3.981 eV
- Charge: +2

---

6.
Entry from the OMol25 dataset: a 7-piece molecular cluster, C13H25Cl15 overall in a non-equilibrium geometry (ωB97M-V/def2-TZVPD).

Each line ends with the Löwdin charge.
Element x y z (Å)
Cl  -1.78  5.44  2.86  0.56
C  -2.50  4.10  1.93  -0.67
C  -2.79  2.95  2.86  -0.64
Cl  -3.23  1.49  1.93  0.59
H  -1.81  3.81  1.14  0.02
H  -3.40  4.49  1.46  0.07
H  -3.61  3.15  3.55  0.07
H  -1.93  2.68  3.47  0.07
Cl  -2.88  -1.93  0.31  0.58
C  -2.82  -2.74  1.90  -0.61
C  -2.14  -1.88  2.96  -0.62
Cl  -0.54  -1.35  2.40  0.61
H  -2.27  -3.66  1.75  0.05
H  -3.85  -2.95  2.19  0.08
H  -1.99  -2.47  3.85  0.08
H  -2.74  -0.98  3.14  0.03
Cl  3.00  2.57  3.59  0.52
C  3.56  1.08  2.77  -0.65
C  2.53  -0.02  2.91  -0.72
Cl  2.45  -0.64  4.57  0.55
H  4.52  0.82  3.20  0.07
H  3.71  1.31  1.71  0.07
H  2.83  -0.86  2.28  0.05
H  1.56  0.32  2.55  -0.01
Cl  0.96  4.12  -4.10  0.57
C  1.76  3.43  -2.70  -0.72
C  3.15  4.01  -2.51  -0.66
Cl  4.27  3.64  -3.86  0.52
H  1.81  2.35  -2.78  0.06
H  1.24  3.60  -1.76  0.04
H  3.63  3.60  -1.62  0.07
H  3.11  5.09  -2.39  0.07
Cl  0.01  -4.86  -0.20  0.55
C  1.16  -3.94  -1.20  -0.68
C  2.61  -4.25  -0.87  -0.66
Cl  3.00  -3.75  0.79  0.56
H  0.94  -2.90  -1.01  0.00
H  0.91  -4.08  -2.25  0.07
H  3.25  -3.72  -1.56  0.08
H  2.79  -5.32  -0.96  0.07
Cl  -3.89  -1.29  -3.31  0.54
C  -2.32  -2.09  -3.07  -0.70
C  -1.57  -2.20  -4.39  -0.65
Cl  -1.10  -0.59  -5.01  0.53
H  -2.50  -3.09  -2.67  0.07
H  -1.76  -1.53  -2.33  -0.01
H  -2.20  -2.67  -5.13  0.07
H  -0.65  -2.77  -4.24  0.06
C  -0.56  0.85  -0.37  -1.55
Cl  -1.67  1.56  -1.54  0.55
Cl  0.29  2.08  0.56  0.58
Cl  0.60  -0.23  -1.16  0.55
H  -1.15  0.26  0.33  -0.10

Summary:
- HOMO level: -10.67 eV
- HOMO-LUMO gap: 10.897 eV
- Energy relative to the best compared isomer or geometry (same formula, charge and spin): 0.00 kcal per mole
- Charge: 0

---

7.
Entry from the OMol25 dataset: a 2-piece molecular cluster, C13H25Cl3FN2O3 overall in a non-equilibrium geometry (ωB97M-V/def2-TZVPD).

Each line ends with the Löwdin charge.
Element x y z (Å)
C  1.92  -3.86  1.58  -0.02
C  1.41  -3.12  0.38  -0.42
O  1.16  -4.12  -0.61  -0.01
C  0.07  -2.43  0.64  -0.14
O  0.19  -1.11  1.18  -0.06
C  0.41  -0.13  0.25  -0.27
C  -0.77  0.77  -0.13  -0.26
C  -2.11  0.07  -0.23  -0.15
C  -2.93  0.09  1.07  -0.67
C  -4.37  0.53  0.85  -0.10
Cl  -2.92  -1.55  1.79  0.68
N  -0.42  1.45  -1.37  -0.01
C  0.83  2.19  -1.31  -0.18
C  1.98  1.54  -0.52  -0.05
N  1.51  0.79  0.69  -0.01
C  2.59  0.14  1.48  0.01
C  2.29  0.12  2.95  -0.40
O  2.56  -0.79  3.69  0.20
F  1.71  1.25  3.38  0.14
H  2.93  -4.16  1.39  0.09
H  1.90  -3.22  2.45  0.08
H  1.33  -4.75  1.75  0.10
H  2.15  -2.44  -0.04  0.13
H  1.07  -3.71  -1.46  0.09
H  -0.47  -2.44  -0.30  0.12
H  -0.51  -3.02  1.32  0.12
H  0.77  -0.59  -0.67  0.17
H  -0.87  1.56  0.62  0.16
H  -2.07  -0.92  -0.64  0.11
H  -2.68  0.66  -0.94  0.11
H  -2.48  0.77  1.77  0.09
H  -5.04  -0.21  1.26  0.06
H  -4.59  1.45  1.38  0.08
H  -4.63  0.68  -0.19  0.08
H  -0.48  0.85  -2.17  0.12
H  1.18  2.27  -2.33  0.06
H  0.70  3.20  -0.96  0.13
H  2.55  0.85  -1.13  0.14
H  2.66  2.30  -0.17  0.14
H  1.06  1.47  1.31  0.18
H  2.79  -0.87  1.20  0.13
H  3.48  0.74  1.35  0.16
C  -1.29  3.48  -4.03  -1.01
Cl  -1.11  5.20  -4.38  0.54
Cl  0.10  2.55  -4.63  0.54
H  -1.35  3.35  -2.96  0.00
H  -2.18  3.11  -4.52  0.03

Summary:
- HOMO level: -13.12 eV
- HOMO-LUMO gap: 10.264 eV
- Charge: +1

---

8.
Entry from the OMol25 dataset: C13H25F3NO4P2Re as an isolated structure in a non-equilibrium geometry (ωB97M-V/def2-TZVPD).

Each line ends with the Löwdin spin population.
Element x y z (Å)
C  3.14  -1.89  -0.99  0.00
C  2.12  -0.95  -0.81  0.02
N  1.02  -1.25  -0.08  0.01
C  0.94  -2.43  0.56  0.01
C  1.98  -3.36  0.49  0.00
C  3.09  -3.10  -0.30  0.01
C  2.21  0.41  -1.42  0.01
P  1.17  1.59  -0.45  0.13
Re  -0.64  0.34  0.20  2.07
P  -1.67  -1.58  0.87  0.08
C  -0.30  -2.74  1.35  0.00
O  1.33  0.50  -3.96  0.00
O  -0.97  1.20  -3.10  0.06
H  3.96  -1.62  -1.65  0.00
H  1.86  -4.29  1.04  0.00
H  3.90  -3.82  -0.39  0.00
C  2.30  2.22  0.83  0.03
C  0.94  3.05  -1.49  0.04
H  -0.64  -3.77  1.15  0.00
H  -0.14  -2.65  2.44  0.00
H  1.85  0.41  -2.56  0.00
H  3.24  0.78  -1.42  0.00
C  -2.71  -1.49  2.36  0.03
C  -2.65  -2.63  -0.25  0.01
H  -1.22  0.75  -2.20  0.04
H  -1.77  1.67  -3.39  0.00
H  0.33  0.73  -3.77  0.00
H  1.34  -0.40  -4.33  0.00
H  0.06  0.51  1.71  0.04
H  -1.84  0.12  -0.97  0.05
H  3.18  2.67  0.36  0.00
H  1.75  2.96  1.42  0.00
H  2.60  1.39  1.49  0.00
H  1.91  3.39  -1.88  0.01
H  0.25  2.81  -2.31  0.00
H  0.50  3.84  -0.86  0.00
H  -2.96  -3.55  0.26  0.00
H  -3.53  -2.06  -0.56  0.00
H  -2.06  -2.87  -1.14  0.00
H  -3.07  -2.49  2.64  0.00
H  -2.15  -1.05  3.19  0.00
H  -3.57  -0.84  2.13  0.00
F  -2.77  3.92  3.39  0.00
C  -2.01  2.95  2.84  0.00
F  -0.71  3.38  2.87  0.00
F  -2.08  1.85  3.66  0.00
C  -2.43  2.59  1.38  0.02
O  -3.32  3.21  0.82  0.07
O  -1.74  1.59  0.86  0.26

Summary:
- HOMO level (alpha / beta): -11.53 / -12.46 eV
- 2S+1: 4
- HOMO-LUMO gap (alpha / beta): 8.782 / 7.413 eV
- Charge: +1